[1]
C3H5OP | wB97M-V/def2-TZVPD

Structure (ORCA input):
```
! RIJCOSX wB97M-V def2-TZVPD def2/J DEFGRID3
* xyz 0 1
H 2.177 1.093 -0.284
C -1.774 -1.691 -0.012
H 1.566 -0.451 0.202
C 1.330 0.366 -0.422
C -1.023 -0.713 -0.003
P -0.271 0.887 0.293
O -0.997 2.089 -0.149
H -0.167 0.968 2.331
H -2.156 -2.553 -0.520
H 1.315 0.005 -1.436
*
```

Properties
ΔE to the lowest compared entry with this formula, charge and spin (kcal per mole): 58.0
Lowest unoccupied orbital energy (eV): -0.431
Kohn-Sham gap (eV): 9.6

[2]
C14H22BrI2N5OSSe3TeW | wB97M-V/def2-TZVPD

Structure (ORCA input):
```
! RIJCOSX wB97M-V def2-TZVPD def2/J DEFGRID3
* xyz 2 1
Br 2.908 -1.032 -4.299
N -2.161 -1.512 2.029
H 1.969 3.019 1.752
H -0.952 0.411 -7.053
C -1.510 -0.543 4.098
C 1.145 -0.424 -4.537
C 0.831 2.814 -0.430
H -0.159 3.566 -2.141
C 0.281 -0.190 -3.476
Se -2.152 -1.264 -0.835
S -0.356 0.401 3.296
C 2.337 -2.851 2.228
H -3.040 -1.893 3.879
C 1.660 -3.720 1.393
C 0.639 -2.951 0.839
C 0.686 -0.202 -5.829
C -1.015 0.256 -3.673
H -3.075 -1.320 1.607
W -0.732 -0.045 0.705
C 1.840 1.959 1.535
N -2.302 -1.375 3.421
H 3.879 1.334 1.679
H 1.921 -0.830 2.679
H 3.478 1.987 0.103
H 1.190 3.726 0.047
C -1.458 0.471 -4.970
N 0.679 -1.688 1.301
N 1.731 -1.661 2.140
H -0.101 -3.244 0.110
H -1.131 0.261 5.914
H 2.934 0.368 0.539
O 0.664 1.857 0.676
H 1.588 1.482 2.475
H -1.682 0.420 -2.843
H 1.619 2.437 -1.082
I 1.044 -0.534 -1.537
H -2.364 -0.948 5.921
I 2.059 -5.698 1.033
H -1.883 -2.469 1.816
C -0.608 0.243 -6.041
H 1.350 -0.384 -6.662
H -2.469 0.815 -5.136
Se -4.420 -0.557 -0.892
Te -4.616 0.704 1.262
H -1.095 3.776 -0.654
H 3.190 -3.002 2.869
C -0.432 3.101 -1.193
Se -2.343 1.780 1.033
C 3.096 1.377 0.920
N -1.665 -0.430 5.411
H -0.997 2.203 -1.425
*
```

Properties
ΔE to the lowest compared entry with this formula, charge and spin (kcal per mole): 22.1
Lowest unoccupied orbital energy (spin up / spin down) (eV): -7.166 / -7.309
Kohn-Sham gap (spin up / spin down) (eV): 5.8 / 5.6

[3]
H23O12 | wB97M-V/def2-TZVPD

Structure (ORCA input):
```
! RIJCOSX wB97M-V def2-TZVPD def2/J DEFGRID3
* xyz -1 1
H 0.354 -0.618 -2.332
O 0.892 -3.203 -1.473
H 1.472 -3.179 -0.705
H -1.925 -1.376 2.664
O -0.201 3.609 0.145
H -3.361 2.912 1.423
O -1.199 -2.586 -0.170
H -1.074 -1.067 -1.003
H 3.306 -0.719 1.333
H -1.574 -4.022 -1.512
H -0.024 -2.970 -1.025
H -0.300 4.362 -0.441
O 1.339 3.009 -1.809
H 1.219 0.885 1.498
O -1.053 -1.460 2.291
H 2.062 3.043 -1.172
O 0.332 0.729 1.159
O -1.334 -4.245 -2.404
H 1.301 -1.778 -2.423
H 0.772 3.679 1.558
H -1.936 2.058 1.357
H -1.263 0.430 -0.659
H -0.991 -3.712 -3.099
H 1.749 3.097 -2.680
O 2.986 -0.651 2.246
O 1.203 -0.831 -2.733
H -0.250 2.836 -0.444
O 1.207 3.160 2.272
H 0.094 -0.133 1.556
H 0.479 2.506 2.179
O -2.617 2.516 1.853
H 3.452 -1.358 2.706
H -1.244 -1.713 1.333
O -1.485 -0.224 -1.340
H -2.126 -2.493 -0.385
*
```

Properties
ΔE to the lowest compared entry with this formula, charge and spin (kcal per mole): 72.1
Lowest unoccupied orbital energy (eV): 2.647
Kohn-Sham gap (eV): 8.7

[4]
C22H32N4O4S | wB97M-V/def2-TZVPD

Structure (ORCA input):
```
! RIJCOSX wB97M-V def2-TZVPD def2/J DEFGRID3
* xyz 0 1
H 3.245 3.228 0.516
H 1.413 -0.043 3.755
H 4.029 4.024 -0.850
H -5.972 -1.574 -0.828
H -3.409 -1.468 2.116
C -4.079 0.642 0.366
O 4.221 -2.804 0.756
H -4.868 1.004 -3.713
C 4.757 2.027 -0.454
N -4.380 -0.245 -0.593
C -4.107 -0.070 -2.009
C -5.083 -1.455 -0.203
C 5.003 1.101 0.741
H -4.053 -2.952 -1.376
H -2.925 1.955 -1.017
N -0.668 1.047 2.655
H 3.185 -1.342 2.538
H 5.624 -0.962 1.087
H 5.270 0.116 -2.441
H 2.829 1.210 -0.952
H -2.457 1.992 2.530
H -5.400 -1.319 0.832
C 2.264 -1.070 0.640
N -1.841 1.375 0.648
C 2.352 -0.894 2.019
H 4.883 3.861 0.686
C -0.910 0.717 -0.155
H 3.662 1.955 -2.320
H 4.066 0.958 1.284
H -3.072 0.240 -2.167
C 0.224 0.172 0.582
H 6.530 -0.114 -0.184
H 5.725 1.553 1.424
H -4.735 -3.534 0.140
H -6.105 0.574 -2.528
H 3.638 -0.583 -2.454
H 1.138 -0.732 -1.142
C 4.194 3.370 0.003
O -1.073 0.630 -1.358
C 0.301 0.360 1.976
S 3.569 -1.970 -0.212
C -2.822 -2.557 0.331
C -4.198 -2.704 -0.322
O 3.000 -2.566 -1.383
C -1.668 1.487 1.991
H -4.997 1.903 -2.198
H -2.242 -3.454 0.103
C -5.080 0.918 -2.650
C -3.096 1.783 0.042
C 1.380 -0.186 2.687
C 1.214 -0.559 -0.080
O -4.457 0.538 1.522
H -1.873 -2.318 2.252
H -2.296 -1.714 -0.121
C -2.881 -2.377 1.843
C 4.357 -0.026 -1.852
N 4.685 -0.861 -0.723
H -3.388 -3.221 2.306
H -4.226 -1.045 -2.483
H -3.451 2.693 0.527
C 3.802 1.337 -1.431
H 5.712 2.199 -0.963
C 5.539 -0.250 0.265
*
```

Properties
Structure (SMILES): CCCCN(CC)C(=O)Cn1cnc2ccc(S(=O)(=O)N3CCC(C)CC3)cc2c1=O
ΔE to the lowest compared entry with this formula, charge and spin (kcal per mole): 12.3
Lowest unoccupied orbital energy (eV): 0.065
Kohn-Sham gap (eV): 9.0

[5]
C12H29INSi | wB97M-V/def2-TZVPD

Structure (ORCA input):
```
! RIJCOSX wB97M-V def2-TZVPD def2/J DEFGRID3
* xyz 1 1
C 3.598 0.785 -1.846
C -0.109 1.519 -0.768
H -7.236 0.512 1.622
H 3.042 2.086 -0.261
N 1.882 0.352 0.050
C -5.575 -0.675 0.815
C -4.363 -0.057 1.640
C 3.810 -0.653 -2.316
H 2.892 -1.240 -2.214
H 4.023 -0.628 -3.387
C 0.781 0.299 -0.997
H -1.811 -1.074 2.319
C 0.471 2.260 0.430
Si -2.870 -1.217 1.309
H 4.538 1.329 -1.982
H 5.912 -0.861 -1.830
C -6.887 -0.519 1.608
H 1.196 0.262 -1.998
H -0.298 2.702 1.061
C 4.966 -1.361 -1.616
H -4.674 -0.076 2.692
I -8.420 -1.784 0.709
C 1.267 1.198 1.162
H 0.214 -0.616 -0.832
H -0.152 2.158 -1.649
H -3.370 -2.600 1.173
C 2.159 -1.016 0.600
H 1.120 3.074 0.100
H -1.130 1.193 -0.564
H 1.235 -1.418 1.008
H 3.946 0.697 0.295
H -2.366 -0.826 -0.035
H 5.047 -2.389 -1.967
H 0.610 0.550 1.743
H 2.892 1.285 -2.516
H -5.380 -1.742 0.665
H -5.578 -0.163 -0.152
H -6.727 -0.929 2.607
H -4.148 0.953 1.277
H 2.904 -0.924 1.386
H 4.839 -1.390 -0.532
C 3.172 1.014 -0.403
H 2.515 -1.657 -0.200
H 2.060 1.588 1.796
*
```

Properties
Lowest unoccupied orbital energy (eV): -2.306
Kohn-Sham gap (eV): 8.7

[6]
C2H5NOS | wB97M-V/def2-TZVPD

Structure (ORCA input):
```
! RIJCOSX wB97M-V def2-TZVPD def2/J DEFGRID3
* xyz 0 1
H -0.635 -1.218 1.245
H -0.649 0.712 -2.014
O -0.330 1.892 -0.011
C -0.160 -0.168 1.291
H 0.939 -0.165 1.597
H 1.713 -0.821 -1.312
C -0.321 0.657 -0.019
N -0.401 0.055 -1.252
H -0.666 0.377 2.024
S 0.511 -1.321 -1.550
*
```

Properties
Structure (SMILES): CC(=O)NS
ΔE to the lowest compared entry with this formula, charge and spin (kcal per mole): 21.3
Lowest unoccupied orbital energy (eV): 0.727
Kohn-Sham gap (eV): 10.5

Respective total energy values: -533.7660; -12002.1566; -916.7075; -1775.7485; -1116.3014; -607.3729 a.u..